# 1
{"formula": "C3H7NO2", "method": "the ωB97M-V functional and the def2-TZVPD basis", "elements": ["C", "C", "C", "N", "O", "O", "H", "H", "H", "H", "H", "H", "H"], "positions_angstrom": [[1.275, 0.832, 0.753], [0.755, 1.274, -0.570], [-1.303, -1.331, 0.677], [0.823, -0.144, 1.445], [1.101, -0.703, 2.512], [-1.937, -1.588, -0.530], [2.142, 1.363, 1.171], [0.343, 2.333, -0.739], [1.619, 1.185, -1.176], [0.087, 0.540, -0.860], [-1.864, -0.572, 1.339], [-1.619, -2.367, -0.963], [-1.190, -2.177, 1.458]], "e_above_lowest_ev": 6.601, "max_force_ev_per_a": 3.2, "e_homo_ev": [-9.195, -8.181]}


# 2
{"formula": "C26H35N4O3PRe", "method": "the ωB97M-V functional and the def2-TZVPD basis", "elements": ["Re", "N", "C", "C", "N", "C", "C", "N", "C", "C", "N", "H", "H", "H", "H", "H", "H", "H", "H", "H", "H", "H", "H", "H", "H", "H", "H", "H", "H", "O", "C", "O", "C", "C", "C", "C", "C", "C", "P", "C", "C", "C", "C", "C", "C", "C", "C", "C", "C", "C", "C", "H", "H", "H", "H", "H", "H", "H", "H", "H", "H", "H", "H", "H", "H", "C", "O", "H", "H", "H"], "positions_angstrom": [[1.073, 0.115, 0.209], [3.020, 0.597, 1.604], [4.314, -0.002, 1.290], [4.709, 0.399, -0.131], [3.658, 0.092, -1.103], [3.766, -1.253, -1.657], [2.405, -1.748, -2.144], [1.454, -1.751, -1.020], [3.571, 1.124, -2.135], [2.626, 2.225, -1.672], [1.283, 1.651, -1.459], [3.091, 1.615, 1.607], [2.726, 0.330, 2.542], [4.231, -1.086, 1.389], [5.100, 0.342, 1.974], [5.654, -0.085, -0.405], [4.875, 1.477, -0.138], [4.125, -1.926, -0.876], [4.481, -1.283, -2.491], [2.509, -2.752, -2.568], [2.012, -1.088, -2.919], [1.760, -2.443, -0.327], [0.546, -2.081, -1.359], [3.189, 0.690, -3.061], [4.556, 1.548, -2.357], [2.596, 3.028, -2.412], [2.962, 2.642, -0.722], [0.943, 1.302, -2.359], [0.658, 2.415, -1.189], [0.439, 2.248, 3.327], [-0.111, 2.015, 2.279], [0.530, 1.857, 1.148], [-1.608, 1.923, 2.161], [-2.390, 2.695, 3.018], [-3.770, 2.638, 2.940], [-4.381, 1.810, 2.010], [-3.613, 1.035, 1.162], [-2.219, 1.090, 1.223], [-1.374, -0.040, 0.066], [-1.965, -1.681, 0.572], [-2.503, -1.858, 1.849], [-2.907, -3.114, 2.267], [-2.794, -4.205, 1.420], [-2.249, -4.038, 0.157], [-1.816, -2.792, -0.258], [-2.109, 0.498, -1.503], [-2.746, -0.343, -2.407], [-3.298, 0.185, -3.563], [-3.228, 1.545, -3.814], [-2.601, 2.391, -2.910], [-2.035, 1.869, -1.765], [-1.902, 3.330, 3.742], [-4.373, 3.235, 3.606], [-5.456, 1.756, 1.949], [-4.086, 0.369, 0.452], [-2.621, -1.016, 2.516], [-3.313, -3.240, 3.258], [-3.135, -5.176, 1.740], [-2.174, -4.885, -0.506], [-1.396, -2.685, -1.250], [-2.847, -1.397, -2.200], [-3.802, -0.468, -4.259], [-3.674, 1.955, -4.706], [-2.572, 3.454, -3.098], [-1.558, 2.522, -1.045], [0.749, -1.507, 2.905], [0.913, -1.355, 1.550], [1.657, -1.948, 3.344], [-0.083, -2.201, 3.093], [0.528, -0.561, 3.417]], "max_force_ev_per_a": 3.2, "total_charge": 2, "multiplicity": 2, "e_homo_ev": [-14.432, -14.290]}


# 3
{"formula": "C4H25NO8", "method": "the ωB97M-V functional and the def2-TZVPD basis", "elements": ["C", "O", "C", "C", "C", "N", "H", "H", "H", "H", "H", "H", "H", "H", "H", "H", "H", "O", "H", "H", "O", "H", "H", "O", "H", "H", "O", "H", "H", "O", "H", "H", "O", "H", "H", "O", "H", "H"], "positions_angstrom": [[-0.527, 0.780, -3.784], [0.377, 0.582, -2.681], [0.376, -0.771, -2.225], [1.588, -0.919, -1.337], [1.756, -2.280, -0.668], [1.657, 0.143, -0.291], [-0.959, 1.779, -3.723], [-1.347, 0.065, -3.840], [0.111, 0.749, -4.670], [-0.505, -0.940, -1.590], [0.437, -1.470, -3.060], [2.478, -0.644, -1.927], [2.302, -2.159, 0.269], [2.243, -3.004, -1.315], [0.771, -2.586, -0.295], [2.592, 0.172, 0.099], [1.546, 1.046, -0.752], [2.219, 1.524, 3.288], [1.611, 0.785, 3.432], [1.671, 2.189, 2.826], [1.107, -1.062, 3.795], [0.526, -1.636, 4.306], [1.908, -1.580, 3.658], [0.157, 2.956, 2.219], [-0.664, 2.572, 2.549], [-0.116, 3.540, 1.501], [-2.774, -2.336, 0.602], [-3.423, -1.727, 0.967], [-3.015, -2.419, -0.328], [-3.138, 0.939, 0.623], [-2.360, 0.376, 0.865], [-3.902, 0.371, 0.745], [-1.081, 2.277, -0.918], [-1.660, 1.789, -0.307], [-0.845, 1.627, -1.600], [-0.662, 0.005, 1.307], [-0.636, -0.949, 1.446], [0.180, 0.215, 0.813]], "e_above_lowest_ev": 1.503, "max_force_ev_per_a": 2.4, "smiles": "COC[C@H](C)N.O.O.O.O.O.O.O", "e_homo_ev": -9.608}


Which formula does entry 2 have? C26H35N4O3PRe